Below is a molecular structure, C2H2CdFO at a distorted geometry, with properties calculated with the ωB97M-V functional and the def2-TZVPD basis.

CARTESIAN COORDINATES (ANGSTROEM)
Cd (1.64304, 0.56946, 0.40275)
F (-0.90649, 1.17240, -0.06073)
O (-0.09200, -1.02954, 0.58776)
C (-1.14371, -0.13760, -0.48909)
C (0.03352, -0.82002, -0.79044)
H (-2.18101, -0.35116, -0.73794)
H (-0.03782, -1.72805, -1.40280)

Values from the calculation:
- Multiplicity: 2
- Kohn-Sham gap (alpha / beta): 8.04 / 6.06 eV
- ΔE to the lowest compared entry with this formula, charge and spin: 233.2 kJ/mol
- HOMO energy (alpha / beta): -7.6 / -7.5 eV



Below is 2 unconnected molecules or ions with the total composition C2H2Cl2F3P at a distorted geometry, with properties calculated with the ωB97M-V functional and the def2-TZVPD basis.

CARTESIAN COORDINATES (ANGSTROEM)
Cl (-3.45285, 1.13812, -0.15476)
Cl (-4.67804, -1.81523, 0.84303)
P (-4.03197, -0.63860, -0.94546)
F (-2.45396, -1.02588, -1.13499)
F (-0.53363, 2.11943, 1.49910)
F (0.95211, -0.43852, -0.74002)
C (0.10344, 1.10655, 0.84451)
C (0.69863, 0.91533, -0.32957)
H (0.69258, 1.75928, -1.01983)
H (0.20560, 0.34941, 1.66963)

Values from the calculation:
- SMILES: FP(Cl)Cl.F/C=C/F
- Kohn-Sham gap: 10.11 eV
- ΔE to the lowest compared entry with this formula, charge and spin: 74.1 kJ/mol
- HOMO energy: -10.3 eV



Below is 2 unconnected molecules or ions with the total composition C2H2Cl2O2S at a distorted geometry, with properties calculated with the ωB97M-V functional and the def2-TZVPD basis.

CARTESIAN COORDINATES (ANGSTROEM)
Cl (1.68407, -0.52359, 1.63448)
Cl (-0.86215, -2.12714, 1.57858)
S (-1.45734, 0.42177, -1.65279)
O (-1.64212, 1.71380, -2.35088)
O (0.33356, 1.76670, -0.05894)
C (0.44747, -1.34959, 0.72510)
C (-0.33528, 0.72933, -0.51405)
H (0.99665, -1.95576, -0.08068)
H (0.83514, 1.32449, 0.71918)

Values from the calculation:
- Kohn-Sham gap (alpha / beta): 7.66 / 7.69 eV
- ΔE to the lowest compared entry with this formula, charge and spin: 463.5 kJ/mol
- HOMO energy (alpha / beta): -8.8 / -8.9 eV



Below is 3 unconnected molecules or ions with the total composition C2H2Cl2O3 at a distorted geometry, with properties calculated with the ωB97M-V functional and the def2-TZVPD basis.

CARTESIAN COORDINATES (ANGSTROEM)
Cl (-1.68575, 1.23640, 2.30791)
Cl (0.96975, -2.02830, -0.19592)
O (0.21324, 1.34921, 0.56275)
O (-1.54606, 0.04585, 0.09872)
O (2.20344, 0.57036, -2.03429)
C (-0.84378, 0.87772, 0.82521)
C (1.10860, 0.36071, -1.86711)
H (0.64958, -2.23259, 1.02877)
H (-1.06902, -0.17937, -0.72605)

Values from the calculation:
- Kohn-Sham gap: 11.63 eV
- ΔE to the lowest compared entry with this formula, charge and spin: 0.0 kJ/mol
- HOMO energy: -11.2 eV



Below is a gas-phase ion, C2H2Cl2O6S2 (charge -2) at a distorted geometry, with properties calculated with the ωB97M-V functional and the def2-TZVPD basis.

CARTESIAN COORDINATES (ANGSTROEM)
Cl (0.30815, -1.10772, -1.90965)
Cl (-1.08237, -2.08786, 0.27851)
S (1.74334, -1.06393, 0.66929)
S (-1.53712, 1.42762, -0.69731)
O (-2.37822, 0.36836, -1.30660)
O (2.54388, 0.14671, 0.47793)
O (-2.25814, 2.25474, 0.21942)
O (1.40637, -1.15598, 2.08725)
O (2.38140, -2.22981, 0.08503)
O (-0.76195, 2.12581, -1.70418)
C (0.12965, -0.86095, -0.17673)
C (-0.31529, 0.48214, 0.29225)
H (-0.68979, 0.35027, 1.21193)
H (0.51009, 1.35061, 0.47286)

Values from the calculation:
- SMILES: O=S(=O)([O-])CC(Cl)(Cl)S(=O)(=O)[O-]
- Kohn-Sham gap: 7.96 eV
- ΔE to the lowest compared entry with this formula, charge and spin: 0.0 kJ/mol
- HOMO energy: -2.2 eV
- Net charge: -2



Below is 2 unconnected molecules or ions with the total composition C2H2Cl2OS at a distorted geometry, with properties calculated with the ωB97M-V functional and the def2-TZVPD basis.

CARTESIAN COORDINATES (ANGSTROEM)
Cl (-0.06431, 2.34311, 0.05619)
Cl (-0.31251, -1.89729, 0.28314)
S (3.21955, -0.18169, 0.03993)
O (-2.34068, -0.25803, 0.02152)
C (-0.18958, 0.72904, 0.22260)
C (-0.99836, -0.29004, 0.13820)
H (-2.71011, -1.13611, 0.18172)
H (3.39600, 0.69100, -0.94332)

Values from the calculation:
- Kohn-Sham gap (alpha / beta): 5.10 / 5.11 eV
- ΔE to the lowest compared entry with this formula, charge and spin: 535.1 kJ/mol
- HOMO energy (alpha / beta): -8.4 / -8.4 eV